{
  "formula": "C5H10NO",
  "method": "wB97M-V/def2-TZVPD",
  "e_lumo_ha": 0.14001,
  "orbital_gap_ev": 6.30,
  "e_tot_ev": -8879.9146,
  "homo_ev": -2.49,
  "total_charge": -1,
  "species": ["N", "C", "C", "C", "C", "C", "O", "H", "H", "H", "H", "H", "H", "H", "H", "H", "H"],
  "xyz": [[-2.293898, -0.196104, -0.549764], [0.402229, 0.585500, 2.108500], [0.983982, -0.242566, 0.965360], [-0.050797, -0.845272, 0.018760], [-1.043588, 0.075446, -0.839366], [-0.233623, 0.348694, -2.308638], [1.036093, 0.462370, -2.121742], [-0.130226, -0.159421, 2.713973], [-0.398495, 1.223428, 1.737064], [1.157928, 1.007487, 2.768080], [1.819161, 0.095218, 0.350682], [1.399243, -1.172094, 1.392567], [0.495690, -1.398361, -0.752585], [-0.769180, -1.545484, 0.452105], [-1.034214, 1.052963, -0.288273], [-0.592483, -0.525888, -2.902780], [-0.747824, 1.234084, -2.743944]],
  "forces_ev_per_a": [[-1.151, 0.578, -1.297], [-0.300, -1.301, -0.289], [0.159, -1.801, -0.234], [-0.304, -0.098, -1.774], [1.179, -1.208, 3.407], [-0.110, 0.868, -0.963], [0.102, -0.132, -0.024], [-0.061, 0.177, 0.146], [0.423, 0.688, 0.269], [-0.130, 0.601, -0.217], [-0.288, 0.989, 0.166], [0.223, 0.309, 0.399], [0.252, -0.169, 0.249], [0.296, 0.083, 0.647], [-0.097, 0.561, -0.870], [0.021, -0.172, 0.206], [-0.215, 0.028, 0.179]]
}

{
  "formula": "C5H10NO",
  "method": "wB97M-V/def2-TZVPD",
  "e_lumo_ha": [0.00430, 0.00122],
  "orbital_gap_ev": [4.35, 8.06],
  "s_squared": 0.75,
  "e_tot_ev": -8880.1048,
  "homo_ev": [-4.23, -8.03],
  "spin_multiplicity": 2,
  "species": ["O", "C", "C", "C", "C", "C", "N", "H", "H", "H", "H", "H", "H", "H", "H", "H", "H"],
  "xyz": [[2.055890, 0.409332, -1.132875], [0.914495, 0.923164, -0.926299], [0.050992, 0.954182, 0.284777], [-1.439072, 0.428704, 0.295865], [-1.460981, -1.070611, 0.426748], [-1.246502, -1.962846, -0.541146], [0.892709, 0.189190, 1.295831], [0.439169, 1.655667, -1.592814], [-0.022813, 2.035864, 0.526813], [-2.006295, 0.991540, 1.045389], [-1.912433, 0.788531, -0.630353], [-1.278042, -1.426925, 1.454724], [-1.623027, -1.734825, -1.523856], [-0.863419, -2.947302, -0.300344], [0.820492, -0.824894, 1.348078], [1.871185, 0.439736, 1.112034], [0.671405, 0.482211, 2.254318]],
  "forces_ev_per_a": [[0.373, -0.472, 1.098], [-1.924, 0.778, -1.344], [0.772, -0.568, -0.244], [-0.515, -0.100, -0.736], [0.928, 0.201, 1.041], [-0.768, 0.370, 0.265], [-0.072, 1.148, 2.061], [0.403, -0.007, -0.716], [0.078, -0.458, 0.934], [0.180, -0.438, 0.429], [0.470, -0.289, -0.065], [-0.054, 0.141, -0.248], [0.665, -0.039, -0.519], [-0.393, -0.105, -0.172], [-0.262, -0.050, -1.012], [0.078, -0.254, -0.551], [0.042, 0.141, -0.220]]
}

{
  "formula": "C5H10NO",
  "method": "wB97M-V/def2-TZVPD",
  "e_lumo_ha": [0.03687, -0.06106],
  "orbital_gap_ev": [9.68, 7.03],
  "s_squared": 0.75,
  "e_tot_ev": -8880.8154,
  "homo_ev": [-8.68, -8.69],
  "spin_multiplicity": 2,
  "species": ["C", "C", "C", "C", "H", "H", "H", "H", "H", "H", "N", "C", "O", "H", "H", "H", "H"],
  "xyz": [[-0.510385, -0.490467, -0.146101], [-0.282730, -0.950847, -1.374527], [0.718487, -1.979521, -1.650075], [0.904376, -2.542299, -2.838409], [-0.197157, -1.072331, 0.710206], [-1.167821, 0.341549, 0.062799], [-0.878527, -0.607575, -2.215069], [1.312064, -2.259076, -0.785256], [1.713374, -3.236672, -3.013653], [0.249647, -2.289250, -3.662906], [-0.571374, 2.686735, 1.084432], [-0.490873, 1.789700, 2.260035], [0.332309, 0.749361, 2.062506], [-0.401610, 3.653797, 1.334009], [0.182210, 2.393076, 0.469364], [-0.052669, 2.348216, 3.109009], [-1.518608, 1.512068, 2.527445]],
  "forces_ev_per_a": [[-0.632, -0.548, -0.059], [-0.173, -0.130, -0.005], [-0.366, -0.129, 0.243], [0.060, 0.119, 0.087], [0.630, 0.322, 0.051], [-0.254, -0.096, -0.207], [0.328, 0.408, -0.096], [0.209, -0.048, -0.134], [-0.106, -0.147, -0.029], [0.130, 0.042, -0.132], [0.216, -0.292, 0.244], [0.081, 0.830, -1.030], [-0.031, 0.059, 0.587], [-0.040, -0.028, 0.014], [-0.065, 0.143, -0.105], [-0.062, -0.189, 0.274], [0.076, -0.316, 0.297]]
}

{
  "formula": "C5H10NO",
  "method": "wB97M-V/def2-TZVPD",
  "e_lumo_ha": -0.16632,
  "orbital_gap_ev": 8.84,
  "e_tot_ev": -8874.4150,
  "smiles": "[NH3+]/C=C/CCC=O",
  "homo_ev": -13.36,
  "total_charge": 1,
  "species": ["N", "C", "C", "C", "C", "C", "O", "H", "H", "H", "H", "H", "H", "H", "H", "H", "H"],
  "xyz": [[-0.282845, -2.580070, 0.777408], [-1.232605, -1.407952, 0.539051], [-0.696019, -0.141619, 0.613370], [-0.906167, 0.624785, -0.593825], [-0.057280, 1.803834, -0.782388], [1.316657, 1.634686, -0.207331], [1.930813, 0.623648, -0.410389], [-0.609325, -3.366715, 0.133354], [0.625132, -2.380317, 0.648673], [-0.363675, -2.737347, 1.806833], [-2.115348, -1.831426, 0.086580], [-0.118512, 0.202684, 1.425968], [-0.602581, 0.059026, -1.411702], [-1.977825, 0.814892, -0.581218], [-0.022121, 2.049227, -1.872833], [-0.552200, 2.648866, -0.209963], [1.722350, 2.530009, 0.402310]],
  "forces_ev_per_a": [[-5.590, -1.188, 2.631], [2.062, 0.552, -0.013], [-1.437, -3.539, -0.401], [-1.645, 0.914, 0.188], [-0.934, 3.671, 1.082], [0.475, 1.083, -0.161], [0.445, -0.230, 0.485], [0.743, 0.974, 1.584], [4.187, 1.189, -1.248], [0.044, -1.193, -0.841], [0.047, 0.773, -0.908], [1.443, -0.207, 0.546], [-0.316, -1.801, -1.265], [-0.234, 0.481, -0.929], [0.162, 0.119, 0.947], [0.755, -0.379, -0.964], [-0.208, -1.220, -0.735]]
}

{
  "formula": "C5H10NO",
  "method": "wB97M-V/def2-TZVPD",
  "e_lumo_ha": -0.12901,
  "orbital_gap_ev": 9.03,
  "e_tot_ev": -8874.5432,
  "homo_ev": -12.54,
  "total_charge": 1,
  "species": ["C", "C", "C", "C", "C", "N", "O", "H", "H", "H", "H", "H", "H", "H", "H", "H", "H"],
  "xyz": [[-1.120349, -0.622566, 0.073250], [-1.812882, -1.688954, -0.136190], [-1.115864, 0.765037, 0.534808], [0.000794, 1.550566, -0.161103], [1.243253, -0.562511, -0.436363], [1.298395, 0.831564, 0.019386], [2.003794, -1.329136, 0.407506], [-1.403024, -2.612221, -0.508346], [-2.880989, -1.714832, 0.056471], [-2.071088, 1.244960, 0.301974], [-0.979153, 0.792377, 1.619495], [-0.199904, 1.605208, -1.232833], [0.084397, 2.559371, 0.245012], [1.363137, -0.703427, -1.503854], [2.046342, 1.373370, -0.436812], [1.532764, 0.765026, 1.021843], [2.010381, -2.253829, 0.135761]],
  "forces_ev_per_a": [[3.845, 0.346, -0.850], [-0.628, -0.450, -0.055], [-0.051, 0.106, 0.024], [-0.882, 0.169, -0.004], [-3.325, -1.067, 0.979], [0.552, -0.109, 0.235], [-0.001, 0.627, -0.232], [0.226, -0.090, -0.106], [-0.100, 0.126, 0.113], [0.044, 0.118, 0.065], [-0.026, 0.081, 0.013], [0.161, 0.004, 0.080], [0.176, -0.077, -0.066], [0.126, 0.196, -0.050], [-0.089, -0.153, 0.153], [-0.004, 0.160, -0.224], [-0.024, 0.014, -0.077]]
}

{
  "formula": "C5H10NO",
  "method": "wB97M-V/def2-TZVPD",
  "e_lumo_ha": -0.17639,
  "orbital_gap_ev": 9.19,
  "e_tot_ev": -8876.8343,
  "smiles": "C=[NH+]CCCC=O",
  "homo_ev": -13.99,
  "total_charge": 1,
  "species": ["C", "N", "C", "C", "C", "C", "O", "H", "H", "H", "H", "H", "H", "H", "H", "H", "H"],
  "xyz": [[2.350355, -1.197575, -0.253601], [1.477317, -0.278840, -0.225775], [0.693983, 0.145232, 1.008291], [-0.449309, 0.983873, 0.542234], [-1.814610, 0.455154, 0.135177], [-1.785073, -0.440069, -1.088456], [-0.797596, -0.584165, -1.777014], [2.788296, -1.496851, -1.199075], [2.758731, -1.599621, 0.668089], [1.114432, 0.039403, -1.124840], [1.385030, 0.841879, 1.493913], [0.577542, -0.724636, 1.640243], [-0.168728, 1.666178, -0.281067], [-0.607530, 1.883959, 1.159322], [-2.395893, 1.334386, -0.162017], [-2.410565, -0.090156, 0.873700], [-2.716388, -0.938145, -1.409132]],
  "forces_ev_per_a": [[0.642, 0.506, 0.082], [-0.417, -1.180, 0.431], [1.755, 1.047, -1.093], [-1.403, 2.191, -0.317], [-0.166, -0.841, -0.526], [0.260, 0.365, -0.431], [0.132, -0.021, 0.283], [-0.104, 0.001, -0.017], [-0.293, -0.177, 0.022], [-0.329, 0.160, 0.017], [-0.050, -0.270, 0.262], [-0.535, -0.099, -0.015], [0.681, -0.956, -0.432], [-0.100, -0.944, 1.032], [-0.269, -0.153, 0.089], [0.241, 0.281, 0.327], [-0.047, 0.090, 0.288]]
}